4 unconnected molecules or ions with the total composition C4H16O4 in a non-equilibrium geometry, computed with ωB97M-V with the def2-TZVPD basis set.

The geometry in XYZ format:
```
24
Properties=species:S:1:pos:R:3:forces:R:3:nbo_charge:R:1
C -0.4920 -3.9452 4.5823 0.4 0.5 0.4 -0.253
O -0.1483 -4.6735 5.7565 -0.1 -0.7 -0.3 -0.722
H -0.7674 -4.5738 3.7355 -0.2 -0.1 0.1 0.167
H -1.2969 -3.2654 4.8619 -0.1 0.1 -0.4 0.169
H 0.3993 -3.3859 4.2980 -0.2 0.2 -0.2 0.176
H -0.4065 -5.5802 5.5756 0.1 -0.1 0.4 0.463
C -0.5196 1.2251 -7.6958 -0.8 -1.0 -1.0 -0.237
O 0.7668 1.7270 -7.6516 1.4 1.0 0.7 -0.717
H -1.2690 1.7131 -7.0726 0.5 0.5 0.1 0.175
H -0.8036 1.3168 -8.7442 -0.9 -0.3 0.1 0.157
H -0.5115 0.1739 -7.4075 -0.2 -0.2 0.0 0.156
H 1.1326 1.6261 -8.5334 0.2 0.1 0.2 0.466
C 0.0452 -0.9408 -0.9952 0.6 1.3 -1.2 -0.254
O 1.1731 -0.5602 -0.2061 -0.1 -1.0 0.5 -0.729
H 0.3131 -0.6089 -1.9982 -0.5 0.3 -0.4 0.161
H -0.1292 -2.0026 -1.1694 0.3 -0.1 1.1 0.184
H -0.8468 -0.4023 -0.6749 -0.2 -0.4 0.0 0.167
H 1.0449 0.3411 0.0987 -0.1 0.0 0.0 0.471
C 0.4552 3.5619 4.2140 -0.1 -0.9 0.7 -0.249
O 0.3914 3.3644 2.8302 -0.2 0.6 -0.9 -0.718
H 0.1380 2.6002 4.6173 0.2 0.1 0.5 0.177
H 1.4737 3.7777 4.5368 0.0 0.1 0.1 0.164
H -0.2365 4.3160 4.5895 0.0 0.1 -0.1 0.164
H 0.0940 4.1954 2.4527 0.1 -0.1 -0.3 0.463
```
Forces are in eV/Å.

As for the HOMO-LUMO gap: 10.76 eV. The calculation puts the electronic energy at -462.8483 Eh. The LUMO energy comes out at 0.69 eV. Its HOMO energy is -10.1 eV. As for the SMILES: CO.CO.CO.CO. As for the relative energy (zero: lowest compared OMol25 entry of this formula, charge and spin): 71.3 kcal/mol.



2 unconnected molecules or ions with the total composition C3H12NS in a non-equilibrium geometry, computed with ωB97M-V with the def2-TZVPD basis set.

The geometry in XYZ format:
```
17
Properties=species:S:1:pos:R:3:forces:R:3:nbo_charge:R:1
C -1.9305 0.2483 -2.6228 0.2 -0.9 -0.5 -0.431
N -2.3394 0.2852 -1.1834 0.4 -0.1 -0.4 -0.679
H -1.7173 -0.7846 -2.8964 -0.3 -0.1 0.1 0.236
H -2.7396 0.5996 -3.2509 0.1 0.3 0.0 0.243
H -0.9857 0.7580 -2.7797 -0.2 0.5 0.2 0.249
H -3.3002 -0.0254 -1.0452 0.0 0.1 0.0 0.441
H -2.2078 1.2289 -0.8200 -0.2 0.0 0.2 0.449
H -1.6972 -0.3216 -0.6505 0.0 0.3 0.1 0.454
C 2.5721 -0.4697 1.9918 -0.5 -0.7 -0.2 -0.623
C 1.8711 -0.3253 0.6301 0.8 -1.1 0.5 -0.517
S 0.1560 0.2290 0.8022 0.0 -0.2 -0.3 -0.090
H 3.6273 -0.3224 1.8417 0.4 0.4 0.3 0.231
H 2.4774 -1.4786 2.4084 -0.2 0.0 -0.3 0.218
H 2.1267 0.1669 2.7385 0.3 0.6 0.2 0.223
H 2.4384 0.3082 -0.0341 -0.3 0.7 0.0 0.237
H 1.9370 -1.3017 0.1455 -0.5 0.1 -0.2 0.230
H -0.3409 -0.9816 1.1068 0.0 0.1 0.2 0.130
```
Forces are in eV/Å.

As for the HOMO-LUMO gap: 9.60 eV. The calculation puts the electronic energy at -574.1760 Eh. The LUMO energy comes out at -3.57 eV. As for the net charge: +1. Its HOMO energy is -13.2 eV. As for the relative energy (zero: lowest compared OMol25 entry of this formula, charge and spin): 10.6 kcal/mol.



A single C21H21F3N2O molecule, computed with ωB97M-V with the def2-TZVPD basis set.

The geometry in XYZ format:
```
48
Properties=species:S:1:pos:R:3:forces:R:3:nbo_charge:R:1
C 7.0732 3.1493 -0.6744 0.0 0.0 0.1 -0.630
C 5.8819 2.3060 -1.0060 0.0 -0.1 -0.1 0.004
C 4.6137 2.6721 -0.5636 0.0 0.0 0.0 -0.233
C 3.5086 1.8988 -0.8488 0.0 -0.1 -0.1 -0.110
C 3.6315 0.7211 -1.5918 0.5 0.3 0.1 -0.137
C 4.9074 0.3554 -2.0289 -0.3 0.0 0.1 -0.153
C 6.0099 1.1346 -1.7425 0.1 0.2 0.1 -0.220
H 6.9856 0.8309 -2.0945 0.1 0.0 0.0 0.211
H 5.0267 -0.5517 -2.6037 0.0 -0.1 -0.1 0.212
C 2.5078 -0.1273 -1.9278 -0.7 -0.2 0.0 -0.080
C 1.2119 0.0907 -1.6667 0.5 0.1 0.0 -0.330
C 0.2127 -0.8935 -2.1143 -0.2 -0.3 -0.1 0.657
O 0.5172 -1.8871 -2.7576 0.2 -0.1 -0.1 -0.643
N -1.0923 -0.6424 -1.7973 -0.2 -0.1 0.0 -0.441
C -1.5556 0.4628 -0.9796 0.0 0.4 0.2 -0.221
C -3.0473 0.2741 -0.6827 0.2 0.1 0.0 -0.217
N -3.2957 -1.0447 -0.1588 0.1 0.1 -0.4 -0.422
C -3.4695 -1.3057 1.1746 -0.2 0.0 0.5 0.199
C -3.3345 -0.3254 2.1648 0.0 0.0 0.0 -0.285
C -3.5622 -0.6328 3.4968 0.0 -0.1 0.0 -0.053
C -3.9192 -1.9086 3.9018 0.0 0.2 0.0 -0.251
C -4.0487 -2.8849 2.9269 0.0 0.0 0.1 -0.183
C -3.8333 -2.5967 1.5966 0.1 0.0 -0.1 -0.254
H -3.9689 -3.3789 0.8679 0.0 -0.1 -0.1 0.216
H -4.3297 -3.8871 3.2124 0.0 -0.1 0.0 0.217
H -4.0896 -2.1294 4.9424 0.0 0.0 0.1 0.228
C -3.3984 0.4785 4.4904 0.1 0.4 0.2 0.964
F -2.1725 1.0404 4.4312 0.1 -0.1 -0.1 -0.330
F -3.5766 0.1002 5.7617 -0.1 -0.3 0.1 -0.321
F -4.2663 1.4892 4.2719 -0.1 0.0 -0.2 -0.330
H -3.0370 0.6831 1.9265 0.0 0.1 -0.1 0.218
C -2.9086 -2.1182 -1.0617 0.0 -0.2 -0.2 -0.214
C -2.1068 -1.5706 -2.2447 -0.1 -0.3 -0.1 -0.242
H -2.7660 -1.0839 -2.9723 0.0 -0.1 0.0 0.187
H -1.5863 -2.3880 -2.7486 -0.2 0.1 0.1 0.269
H -2.2864 -2.8363 -0.5172 -0.1 0.0 -0.1 0.205
H -3.7946 -2.6421 -1.4436 0.1 -0.1 0.0 0.192
H -3.6298 0.3967 -1.6018 0.0 0.1 0.1 0.200
H -3.3890 1.0343 0.0162 0.0 0.0 -0.1 0.225
H -1.0084 0.4775 -0.0294 -0.1 0.1 -0.1 0.202
H -1.4024 1.4209 -1.4933 0.0 0.0 0.1 0.196
H 0.8762 0.9768 -1.1557 0.0 0.1 0.1 0.200
H 2.7469 -1.0411 -2.4594 -0.1 -0.1 0.0 0.229
H 2.5402 2.2104 -0.4882 -0.1 0.0 0.0 0.197
H 4.4973 3.5792 0.0127 0.0 0.1 0.1 0.209
H 7.9246 2.8841 -1.2961 0.1 0.0 0.0 0.217
H 7.3536 3.0040 0.3694 0.1 0.0 0.0 0.224
H 6.8485 4.2051 -0.8135 0.1 0.1 0.0 0.220
```
Forces are in eV/Å.

As for the HOMO-LUMO gap: 8.13 eV. The calculation puts the electronic energy at -1297.2048 Eh. The LUMO energy comes out at 0.06 eV. Its HOMO energy is -8.1 eV. As for the SMILES: Cc1ccc(/C=C/C(=O)N2CCN(c3cccc(C(F)(F)F)c3)CC2)cc1. As for the relative energy (zero: lowest compared OMol25 entry of this formula, charge and spin): 0.0 kcal/mol.



A single C6H10O molecule, computed with ωB97M-V with the def2-TZVPD basis set.

The geometry in XYZ format:
```
17
Properties=species:S:1:pos:R:3:forces:R:3:nbo_charge:R:1
O 1.7591 -0.7361 1.2343 -0.1 0.1 0.2 -0.714
C 1.3281 -0.4963 -0.1060 -0.1 0.0 -0.3 0.054
C 0.0616 -1.2798 -0.4535 0.0 0.0 0.0 -0.416
C -1.2161 -0.6973 0.1638 0.0 0.0 0.1 -0.407
C -1.3418 0.8372 0.0537 0.0 0.0 0.0 -0.453
C -0.0564 1.5634 -0.2378 0.1 -0.1 0.0 -0.159
C 1.1378 0.9808 -0.3379 -0.1 0.1 0.1 -0.239
H 1.3046 -0.0954 1.7956 0.1 -0.1 0.0 0.466
H 2.1481 -0.8658 -0.7324 -0.1 0.1 0.1 0.183
H 0.1929 -2.3103 -0.1046 0.0 0.1 -0.1 0.219
H -0.0271 -1.3163 -1.5468 0.0 0.1 0.1 0.202
H -1.2673 -0.9948 1.2167 0.1 0.1 -0.1 0.202
H -2.0815 -1.1615 -0.3203 0.1 0.0 0.1 0.213
H -2.0774 1.1152 -0.7119 0.1 0.0 0.0 0.214
H -1.7503 1.2343 0.9932 0.0 0.0 -0.2 0.219
H -0.1389 2.6421 -0.3720 0.0 -0.2 0.0 0.204
H 2.0246 1.5806 -0.5341 -0.1 -0.1 0.0 0.211
```
Forces are in eV/Å.

As for the HOMO-LUMO gap: 10.49 eV. The calculation puts the electronic energy at -309.8377 Eh. The LUMO energy comes out at 0.95 eV. Its HOMO energy is -9.5 eV. As for the SMILES: O[C@@H]1C=CCCC1. As for the relative energy (zero: lowest compared OMol25 entry of this formula, charge and spin): 2.9 kcal/mol.



> Which formula does entry 4 have?

C6H10O